Record 1
Density functional theory data (the ωB97M-V functional and the def2-TZVPD basis) for a structure of composition C29H49BrClN6O5W.

The geometry in XYZ format:
```
92
Properties=species:S:1:pos:R:3:forces:R:3
W 0.108718 1.184729 0.838459 0.1362 0.3332 -0.0824
C -3.036369 3.419530 2.851183 0.0153 0.0092 -0.0360
N -1.970016 2.525738 3.285211 -0.0029 0.0316 0.0015
C -1.177603 3.220027 4.298677 0.0079 -0.0250 -0.0280
C -2.555992 1.311457 3.836437 0.0242 -0.0329 -0.0320
C -1.537118 0.222483 4.095756 0.0212 -0.0304 0.0441
N -0.988228 -0.408282 2.877789 -0.0441 0.1082 -0.0408
C 0.161827 -1.235070 3.294887 0.0490 -0.0241 -0.0362
C -1.996002 -1.347501 2.354156 -0.0448 0.0565 -0.0032
H -3.657457 3.756044 3.694591 -0.0097 0.0004 -0.0004
H -3.687551 2.909155 2.141266 -0.0038 -0.0085 -0.0527
H -2.610391 4.302049 2.372482 0.0005 0.0003 -0.0077
H -1.768089 3.402624 5.208371 -0.0071 0.0196 0.0018
H -0.843072 4.177055 3.903696 0.0237 -0.0032 -0.0173
H -0.296992 2.643494 4.581287 -0.0086 -0.0061 0.0133
H -3.312668 0.952719 3.134797 -0.0093 0.0015 -0.0014
H -3.083987 1.528157 4.778985 -0.0028 -0.0200 0.0175
H -2.010624 -0.552534 4.713182 0.0460 -0.0121 0.0263
H -0.701316 0.610288 4.678774 0.0030 0.0367 -0.0265
H -0.156571 -1.969793 4.044134 0.0032 0.0090 0.0011
H 0.942314 -0.609639 3.719715 0.0078 -0.0022 -0.0187
H 0.553581 -1.770223 2.432647 0.0507 -0.0091 -0.0398
H -2.186147 -2.140911 3.086539 -0.0182 0.0196 0.0154
H -1.635189 -1.810163 1.439073 0.0287 -0.0198 0.0172
H -2.940010 -0.840109 2.159933 0.0140 0.0105 -0.0344
C 0.065761 -2.962434 -5.845018 -0.0096 -0.0139 -0.0084
O 0.755582 -2.061512 -4.981787 -0.0106 0.0739 0.0532
C 0.099522 -1.340599 -4.054225 0.0423 -0.0603 -0.1214
O 0.708546 -0.678460 -3.256973 -0.2006 -0.0619 -0.1622
N -1.272914 -1.448025 -4.087896 0.0680 0.0500 0.0481
N -2.001234 -0.702920 -3.156869 -0.1085 0.0914 -0.0331
H 0.837399 -3.486182 -6.399761 0.0008 -0.0037 0.0070
H -0.568388 -2.427861 -6.556980 0.0024 0.0049 -0.0006
H -0.522591 -3.683259 -5.275883 -0.0041 -0.0050 0.0087
H -1.731423 -1.743046 -4.933977 0.0113 0.0036 -0.0206
H -2.784313 -1.254168 -2.832257 -0.0437 -0.0488 -0.0350
H -2.348071 0.157146 -3.568763 -0.0062 -0.0177 -0.0315
C 2.601708 1.471729 -2.170210 0.0038 -0.0665 0.0195
C 1.568645 2.469331 -1.648831 0.0176 -0.0817 -0.0694
C 0.507015 2.749258 -2.714192 -0.0056 0.0291 0.0303
C 2.235539 3.765431 -1.187097 -0.0436 0.0173 0.0100
N 0.892393 1.890705 -0.505365 0.0229 0.0136 0.1996
H 3.047094 1.862339 -3.085890 0.0278 0.0407 -0.0028
H 2.130264 0.516376 -2.402121 0.1459 0.1702 0.0653
H 3.396405 1.320845 -1.438843 0.0182 0.0372 0.0011
H 0.970267 3.256864 -3.560725 0.0031 -0.0176 -0.0135
H -0.274112 3.401218 -2.315890 0.0117 0.0036 -0.0387
H 0.064736 1.814846 -3.059753 0.0037 -0.0240 0.0259
H 2.801946 4.198464 -2.011975 -0.0020 0.0004 -0.0028
H 2.924098 3.572743 -0.362839 0.0083 -0.0195 -0.0222
H 1.492623 4.492144 -0.855201 -0.0043 0.0058 0.0188
Cl 2.909230 2.179680 4.847268 -0.0091 -0.0025 0.0106
C 2.423696 3.185349 3.476001 -0.0251 0.0085 0.0211
C 1.475606 2.468462 2.560295 -0.0639 -0.0133 0.0821
O 0.595557 3.096872 1.927314 -0.0795 -0.1158 0.0886
O 1.560116 1.205042 2.374068 0.1813 0.0167 -0.1139
H 3.312080 3.454351 2.904418 0.0103 -0.0153 0.0098
H 1.950399 4.091526 3.842069 0.0035 0.0044 -0.0103
C 4.283508 -5.673763 -0.726445 0.0018 -0.0023 -0.0029
C 3.228955 -4.605792 -0.683755 -0.0116 0.0088 -0.0015
C 3.467870 -3.369615 -0.101313 0.0081 0.0067 -0.0427
C 2.517863 -2.359849 -0.060410 -0.0045 0.0111 -0.0059
C 2.942774 -1.028202 0.498337 -0.0441 -0.0013 -0.0180
C 1.225258 -2.598860 -0.600886 -0.0474 -0.0637 0.0740
C 0.124007 -1.715277 -0.541688 -0.2133 0.0475 -0.0918
O -0.018586 -0.634457 0.228760 0.1274 -0.2063 0.2540
C 0.995348 -3.848934 -1.264012 0.0300 0.0356 0.0315
C -0.320463 -4.155671 -1.929208 0.0230 0.0245 -0.0001
C 1.981919 -4.808518 -1.279164 0.0221 0.0099 -0.0234
H 5.114913 -5.435632 -0.064432 0.0009 0.0000 -0.0008
H 4.682683 -5.787846 -1.736751 0.0030 -0.0022 -0.0020
H 3.876634 -6.640905 -0.427879 0.0016 -0.0022 0.0035
H 4.448620 -3.168319 0.317297 0.0038 -0.0019 0.0028
H 4.019155 -0.907494 0.372845 0.0104 -0.0075 0.0264
H 2.730742 -0.924392 1.562525 -0.0751 -0.0121 0.0698
H 2.459858 -0.204270 -0.021991 0.0213 -0.0358 -0.0042
H -0.754344 -1.925025 -1.139733 0.0489 0.0146 0.0217
H -0.584189 -3.400224 -2.674665 -0.0152 -0.0985 0.0770
H -1.139961 -4.202156 -1.206391 -0.0110 0.0156 -0.0026
H -0.267995 -5.118726 -2.434035 0.0004 -0.0294 0.0088
H 1.781919 -5.754294 -1.771899 -0.0009 -0.0102 0.0020
Br -5.093751 -0.639353 -1.210958 -0.0049 0.0132 0.0242
C -3.946580 0.811444 -0.860464 -0.0133 0.0582 -0.0525
C -4.291414 2.104544 -1.214856 -0.0490 -0.0135 0.0626
C -3.393271 3.124077 -0.936137 0.0022 0.0189 0.0264
C -2.200585 2.820101 -0.313978 -0.0241 0.0104 0.0116
N -1.871249 1.561142 0.008266 -0.0708 -0.2367 -0.1055
C -2.721153 0.567529 -0.271603 0.0486 -0.0273 -0.0563
H -5.240658 2.309991 -1.691015 0.0056 0.0010 -0.0101
H -3.617725 4.148845 -1.194817 -0.0015 -0.0017 0.0018
H -1.470533 3.579695 -0.067797 -0.0129 0.0055 0.0251
H -2.387778 -0.433350 -0.045846 -0.0065 0.0242 0.0028
```
Forces are in eV/Å.

As for the total charge: +1. The LUMO energy (spin up / spin down) comes out at -3.14 / -3.19 eV. The multiplicity is 3.


Record 2
Density functional theory data (the ωB97M-V functional and the def2-TZVPD basis) for a cluster of 6 separate species, C29H49ClN8 in total in a non-equilibrium geometry.

The geometry in XYZ format:
```
87
Properties=species:S:1:pos:R:3:forces:R:3
N -2.783898 5.004979 0.049610 8.8987 -8.1968 -1.5180
C -1.834192 4.115813 -0.082386 -6.5409 5.1729 2.5853
C -0.739956 2.915946 0.228623 0.0639 0.4620 -0.0035
C -0.998462 1.546287 -0.675918 -0.0205 -0.4622 1.3938
Cl 0.272675 1.522823 -2.027439 -1.2634 -0.1901 1.0103
C -0.649606 0.256236 0.330181 -0.6200 -5.5783 7.0105
N -0.606373 -0.648657 1.286780 -0.2943 8.4682 -9.1200
C -2.548085 1.360985 -1.176402 -0.0073 -0.9423 -0.1480
C -2.914639 2.085971 -2.600371 -1.1410 -0.4885 -1.0277
C -4.382621 2.883039 -2.571288 0.0794 0.4366 -0.4136
C -5.578929 2.006971 -1.866088 -0.9669 0.7059 0.3472
C -5.925227 2.525613 -0.314671 0.7814 0.2844 -0.4357
N -6.014971 1.360499 0.678736 1.7455 0.9922 -0.8637
H 0.334519 3.379965 0.016974 -2.4353 -1.1449 0.3525
H -0.767587 2.546763 1.363069 -0.3732 1.3422 -2.4248
H -3.260232 1.700359 -0.303838 1.5157 -0.4972 -1.6371
H -2.715686 0.187479 -1.310484 0.4288 2.6075 0.3522
H -2.069124 2.767934 -3.043801 -1.6300 -1.2412 1.1661
H -3.071142 1.210039 -3.394288 0.5515 1.8528 1.7258
H -4.222739 3.947951 -2.064221 -0.5181 -2.4030 -0.8666
H -4.753344 3.116437 -3.682120 1.2021 -0.6152 2.3018
H -6.600901 2.141917 -2.460393 2.3851 -0.3860 1.0044
H -5.311848 0.866443 -1.891082 -0.5024 2.0938 0.1712
H -5.044713 3.261543 -0.024063 -1.8108 -1.2869 -0.5200
H -6.938814 3.142063 -0.274394 2.1717 -1.3607 -0.2339
H -5.354643 0.598233 0.340039 -1.0545 1.2858 0.5887
H -5.590621 1.688265 1.590581 -0.9099 -0.6109 -1.4655
C 5.748140 -0.859769 -3.819884 0.0480 0.0232 -0.0612
C 5.082629 -0.163212 -2.637181 0.4146 0.0418 -0.1768
C 3.604674 -0.528871 -2.486129 -0.3455 0.4734 -0.9175
C 2.843118 -0.115019 -3.734772 -4.5068 2.1828 -6.8289
N 2.211291 0.228268 -4.770552 5.0258 -2.6724 8.2094
H 5.292685 -0.565635 -4.770773 0.0531 -0.1028 0.1349
H 6.808112 -0.591618 -3.871365 -0.1525 -0.0867 -0.0050
H 5.675928 -1.949260 -3.724934 0.0209 0.1399 -0.0577
H 5.186689 0.921778 -2.760330 -0.1093 -0.1427 0.1087
H 5.614533 -0.435703 -1.719012 -0.2069 0.0522 0.0013
H 3.177700 -0.015734 -1.618005 -0.1647 -0.0531 -0.2332
H 3.488733 -1.607414 -2.333939 -0.1027 0.1542 -0.1608
C -3.084003 -2.044546 4.744288 -0.1504 0.1111 0.2235
C -3.868783 -2.721171 3.624834 0.1088 -0.1051 0.4514
C -4.092866 -1.806958 2.418651 -0.7152 0.7164 0.4363
C -4.886135 -0.581886 2.843237 -4.3735 6.8815 2.2376
N -5.544196 0.434405 3.195370 5.4005 -8.3361 -2.2890
H -3.620509 -1.180535 5.149000 -0.0206 0.0103 -0.1812
H -2.923320 -2.743071 5.571537 -0.1038 0.3082 -0.3718
H -2.104263 -1.706527 4.387815 -0.1019 -0.0903 0.0893
H -4.834708 -3.056829 4.021722 0.0983 0.0401 -0.1888
H -3.325547 -3.615461 3.300256 -0.0888 0.1378 -0.0687
H -4.646728 -2.341747 1.639875 -0.0449 0.2641 0.0546
H -3.134710 -1.487093 1.994998 -0.1402 0.1275 0.0931
C 0.764114 -1.400477 7.588677 0.0638 0.0868 -0.0177
C -0.099512 -2.176903 8.577713 0.0365 0.4398 -0.0611
C -0.154551 -3.674885 8.271291 -0.5635 0.0827 -0.9451
C -0.749366 -3.894909 6.889938 -3.2199 -1.6325 -7.6823
N -1.242794 -4.077517 5.744044 4.2302 1.1719 9.2365
H 0.365497 -1.459328 6.570941 0.0876 -0.0654 0.1130
H 0.797364 -0.341400 7.863169 0.0447 -0.1546 -0.0288
H 1.791094 -1.783168 7.579838 -0.1411 0.0928 -0.0685
H -1.113163 -1.757827 8.568434 0.1076 -0.1745 0.0729
H 0.299566 -2.032475 9.587707 -0.1075 -0.1622 -0.0722
H -0.773380 -4.187837 9.015055 0.0226 -0.0633 -0.2808
H 0.849364 -4.111751 8.305366 -0.1755 0.0002 -0.1796
C 2.128438 -1.367745 -8.200737 -0.0812 0.0059 0.0806
C 2.947581 -0.952822 -9.418820 -0.3554 0.1771 0.1861
C 4.237191 -1.761688 -9.572164 0.5281 0.3907 0.8843
C 5.118756 -1.558990 -8.350646 5.1609 0.9381 6.7264
N 5.850125 -1.390890 -7.337368 -5.8552 -1.3081 -8.0606
H 2.674894 -1.194966 -7.268171 -0.0615 -0.0292 -0.1273
H 1.204005 -0.784036 -8.147801 0.1298 -0.1162 0.0131
H 1.859522 -2.429020 -8.251712 0.0213 0.1200 0.0158
H 3.185492 0.115000 -9.339111 0.0480 -0.1904 -0.0965
H 2.335853 -1.080284 -10.318682 0.2106 -0.0104 0.0085
H 4.780507 -1.436388 -10.465608 0.1111 -0.0906 0.2495
H 4.011869 -2.828075 -9.681293 0.1452 0.1221 0.1548
C 4.410671 2.466385 2.721886 0.1400 0.0942 -0.0132
C 3.500730 1.674846 1.787887 0.3671 0.1420 0.0162
C 2.253976 1.133069 2.489995 0.5444 -0.7825 0.6069
C 2.664189 0.196045 3.614300 1.9506 -5.3035 6.3670
N 3.004398 -0.581285 4.546987 -2.6553 6.2141 -7.4351
H 4.799935 1.841818 3.532154 -0.1295 0.0558 -0.0825
H 5.272149 2.857610 2.171526 -0.1348 -0.0028 0.0857
H 3.875742 3.313779 3.165726 0.0924 -0.1062 -0.0358
H 4.073027 0.845834 1.353821 -0.1959 0.0672 0.0278
H 3.192358 2.321989 0.959442 -0.0901 -0.1284 0.0446
H 1.628850 0.586199 1.776269 0.0570 -0.0814 0.3380
H 1.658208 1.953805 2.903893 0.0890 -0.1748 0.1279
```
Forces are in eV/Å.

The LUMO energy comes out at -0.22 eV.


Record 3
Density functional theory data (the ωB97M-V functional and the def2-TZVPD basis) for a structure of composition C29H49F2O4PSi2 in a non-equilibrium geometry.

The geometry in XYZ format:
```
87
Properties=species:S:1:pos:R:3:forces:R:3
C 6.845300 -3.100733 2.285148 0.5053 -0.0225 -0.4776
C 6.132248 -2.835707 0.915338 -0.2535 0.0484 0.8466
C 4.837100 -1.943714 1.050115 0.6299 0.1845 -0.3210
C 4.503147 -1.239717 -0.326284 0.4897 -0.9710 0.1597
C 3.261082 -1.834966 -1.059826 0.0088 0.7385 0.4206
C 1.894329 -1.338128 -0.493469 -0.6790 -0.1372 -0.8048
C 1.673763 0.209774 -0.746716 -0.0228 -0.9627 0.4915
Si -0.115062 0.687578 -1.145261 0.4608 -0.2555 1.1665
O -1.158546 0.088649 0.108428 0.8499 1.9950 -0.2292
Si -1.590516 1.300562 1.243347 -1.7917 -1.2248 -0.6856
C -3.417360 1.043650 1.769511 1.2906 -0.3414 0.2413
C -3.678770 -0.412215 2.337253 -1.2286 0.5127 -0.4251
C -4.631133 -1.263553 1.398413 0.4181 -0.1894 0.7404
C -3.743206 -2.376754 0.722315 -0.4066 0.6828 -0.0252
C -5.808142 -1.878879 2.247874 0.3961 -0.6291 -0.5501
C -6.711442 -2.866386 1.397136 0.3028 2.5213 0.0671
C -6.930396 -2.405438 -0.081302 -1.5733 -0.1373 0.4846
C -8.226083 -2.311340 -0.637203 0.3826 -0.4077 -0.0723
C -9.250577 -1.194787 -0.258132 0.2736 -1.3959 0.5157
C -8.678751 -3.342853 -1.728418 0.9299 2.6169 -0.9266
P -0.419573 1.125911 3.151214 -0.5890 0.0697 3.1993
O -1.225467 1.748204 4.271556 1.5566 -0.7661 -2.1254
O -0.290812 -0.536146 3.489784 0.5600 2.1953 -1.2662
O 1.134773 1.738626 3.011450 -1.5879 -1.3375 0.0188
H 6.977482 -2.144295 2.844243 -0.3194 -0.7404 -0.2078
H 7.883741 -3.471644 2.089652 -0.8054 0.1637 0.1469
H 6.342392 -3.879604 2.901756 0.1749 0.7555 -0.3129
H 5.887292 -3.825466 0.463707 0.2190 0.7726 -0.0020
H 6.863894 -2.288892 0.271631 -0.6263 -0.5005 0.3109
H 3.963470 -2.514966 1.439593 0.5775 0.1941 -0.3052
H 5.061485 -1.164606 1.812571 -0.1758 -0.5473 -0.4997
H 5.387511 -1.429004 -0.987993 -0.6748 0.3102 0.4316
H 4.458969 -0.149610 -0.153920 -0.3263 -0.5839 -0.4118
H 3.315789 -1.511641 -2.130592 -0.1473 -0.4120 0.7173
H 3.300772 -2.945557 -1.015376 0.0500 0.6321 -0.1038
H 1.095397 -1.878010 -1.071693 0.6104 0.2126 0.5021
H 1.717358 -1.634758 0.570576 0.3624 0.3454 -0.6997
H 2.315530 0.472982 -1.616108 -0.3715 0.2150 0.7743
H 1.959758 0.776948 0.175263 0.0870 -0.1568 -0.9048
H -0.180940 2.166341 -1.101851 -0.0760 -0.0406 -0.0738
H -0.542177 0.303452 -2.492937 -0.2164 -0.4431 -0.0485
H -1.485056 2.646765 0.679428 0.3348 0.1981 0.0476
H -4.019385 1.290614 0.866812 0.1757 -0.2072 0.6475
H -3.594207 1.801081 2.564850 -0.0209 -0.3664 -0.5911
H -4.223379 -0.266665 3.301890 0.7642 -0.3176 -0.5253
H -2.744024 -0.996107 2.487109 -0.6086 0.5595 0.2151
H -5.041574 -0.549570 0.642993 0.1573 -0.7970 0.3571
H -3.048127 -1.859229 0.017860 -0.4510 -0.5908 0.3711
H -4.359879 -3.135210 0.194899 0.5744 0.4945 0.1971
H -3.119939 -2.883144 1.491079 -0.4697 0.2232 -0.4049
H -5.320362 -2.452003 3.074472 -0.4632 0.4330 -0.3528
H -6.454854 -1.088967 2.695469 0.5868 -0.3729 -0.3338
H -6.209037 -3.859744 1.376754 -0.5236 0.5370 -0.2428
H -7.711140 -2.963966 1.884568 0.7471 -0.1468 -0.3503
H -6.068047 -2.136281 -0.722391 -0.2907 -1.9174 -0.0319
H -9.365875 -1.112739 0.848580 -0.1490 0.1161 -0.7163
H -8.828582 -0.236708 -0.637680 -0.2591 -0.6791 0.2931
H -10.216974 -1.375124 -0.780144 0.4992 0.1356 0.6753
H -9.222589 -2.790197 -2.535722 0.1078 -0.7444 0.3932
H -7.769814 -3.796721 -2.176812 -0.6676 -0.0912 0.3595
H -9.354545 -4.091357 -1.267631 0.5662 0.4204 -0.1187
H -0.081357 -0.927536 2.624107 0.0112 -0.4498 0.2205
H 1.750743 1.025971 3.239533 0.2149 0.1766 0.0297
F 4.385372 0.974418 1.714402 -0.1466 0.1260 0.2268
C 4.891144 2.220563 1.618731 0.2530 0.7488 -0.0415
C 4.050256 3.306640 1.785325 -0.2736 -0.1117 0.0371
C 4.573802 4.589567 1.690866 0.2619 -0.1496 -0.0672
C 5.926318 4.770319 1.421297 -0.0084 0.0457 -0.0009
C 6.757480 3.669199 1.251499 -0.2408 0.0695 0.0495
C 6.239152 2.384773 1.355845 0.0834 -0.2598 -0.0315
H 2.997597 3.145660 1.986782 0.0431 -0.0229 0.0137
H 3.927948 5.447725 1.826711 -0.0107 -0.0583 -0.0059
H 6.331918 5.771743 1.343869 -0.0105 -0.0474 0.0042
H 7.809409 3.810710 1.037703 -0.0333 -0.0396 0.0208
H 6.872687 1.514614 1.235079 -0.0431 -0.0012 -0.0063
F 2.614292 2.362739 -2.771553 0.0406 0.0867 -0.0134
C 2.203999 2.689522 -4.011988 -0.1733 0.1707 -0.5690
C 2.537329 3.927772 -4.530818 0.1272 0.1226 0.1498
C 2.117564 4.261896 -5.811904 -0.1212 -0.2635 0.0236
C 1.362301 3.359721 -6.553494 -0.0031 0.0357 -0.0440
C 1.030976 2.121090 -6.017418 0.1207 0.2032 0.0545
C 1.458286 1.779859 -4.740508 -0.0171 -0.1696 0.1469
H 3.119193 4.619706 -3.935023 -0.0041 -0.0507 0.0125
H 2.378389 5.225076 -6.231778 -0.0024 -0.0226 0.0490
H 1.032314 3.623806 -7.550779 0.0120 -0.0173 0.0450
H 0.439687 1.420637 -6.593659 0.0349 -0.0001 0.0420
H 1.216960 0.815777 -4.310005 0.0113 0.0278 0.0090
```
Forces are in eV/Å.

The LUMO energy comes out at 0.51 eV.